No. 1
DFT (ωB97M-V/def2-TZVPD) results for a molecular structure, C25H42As3BaCl3NO5Se2.

XYZ file:
```
82
Properties=species:S:1:pos:R:3:forces:R:3:lowdin_charge:R:1
Ba 1.2792 -1.5694 -0.0355 -0.41 2.20 -1.20 1.53
C -4.5340 0.4903 2.5368 -0.10 -0.06 0.06 -0.36
As -2.7162 1.0586 2.0863 0.32 -0.05 0.02 1.11
C -1.8078 -0.6576 2.4240 -0.13 0.21 -0.16 -0.33
C -2.8654 0.8695 0.1233 -0.01 0.05 -0.01 -0.38
C -2.8397 2.1996 -0.6568 0.06 -0.12 0.07 -0.68
C -2.9825 1.8647 -2.1425 0.00 0.04 -0.17 -0.07
C -1.5361 2.9570 -0.3875 0.15 0.18 -0.02 -0.39
As 0.1778 1.9887 -0.4886 -0.06 -0.43 0.05 1.10
C 0.5037 2.1097 -2.4051 0.10 0.09 0.05 -0.32
C 1.2619 3.5149 0.0615 0.05 0.12 -0.01 -0.34
C -4.0339 3.0476 -0.1934 -0.12 -0.05 0.12 -0.41
As -4.4220 4.8913 -0.7718 -0.16 0.04 0.00 1.11
C -3.6065 5.1131 -2.5373 0.00 0.05 -0.08 -0.37
C -3.0629 5.8763 0.2408 0.01 0.01 0.01 -0.36
H -5.2109 1.3384 2.4319 -0.03 -0.03 0.00 0.00
H -4.5572 0.1483 3.5719 -0.03 0.03 0.01 0.01
H -4.8638 -0.3182 1.8846 -0.01 -0.03 0.01 0.02
H -2.3392 -1.4842 1.9517 0.01 -0.03 0.02 0.04
H -1.7060 -0.8248 3.4948 -0.03 -0.03 0.00 0.02
H -0.8049 -0.5846 2.0055 0.03 -0.01 0.06 -0.03
H -3.7825 0.3145 -0.0944 -0.02 0.07 -0.05 0.08
H -2.0422 0.2396 -0.2245 0.01 -0.01 0.04 -0.01
H -2.3094 1.0615 -2.4460 0.07 -0.02 0.07 0.01
H -2.7851 2.7334 -2.7748 -0.03 -0.12 0.06 0.06
H -3.9971 1.5139 -2.3472 -0.03 0.00 -0.02 0.09
H -1.5411 3.3805 0.6221 -0.07 -0.04 -0.02 0.05
H -1.4401 3.7929 -1.0898 -0.02 -0.06 0.09 0.04
H 0.2106 3.0986 -2.7631 0.04 -0.01 -0.08 0.03
H -0.0600 1.3252 -2.9053 -0.05 0.01 -0.04 -0.02
H 1.5681 1.9384 -2.5741 -0.01 0.03 -0.05 0.02
H 0.9651 4.4087 -0.4919 0.06 0.01 0.02 0.02
H 2.3081 3.2874 -0.1432 0.01 0.03 -0.01 0.01
H 1.1413 3.6886 1.1309 -0.02 0.01 -0.01 0.00
H -4.0018 3.1850 0.8965 0.05 -0.09 -0.02 0.03
H -4.9531 2.4866 -0.3939 0.02 0.03 -0.02 0.06
H -4.1213 4.4945 -3.2702 0.00 0.03 -0.01 0.01
H -2.5424 4.8823 -2.5537 -0.03 0.04 -0.01 0.01
H -3.7530 6.1610 -2.8017 0.03 0.00 -0.06 0.01
H -3.1757 5.6410 1.2989 0.02 0.03 0.02 0.02
H -3.2492 6.9404 0.0986 0.04 0.03 0.03 0.01
H -2.0491 5.6351 -0.0727 -0.02 0.05 0.02 0.00
O 1.4013 -3.4980 -1.5102 0.16 -0.83 -0.57 -0.38
C 2.0379 -3.5991 -2.7931 -0.22 0.00 0.52 -0.25
C 1.5842 -2.4421 -3.6816 0.01 0.10 0.17 -0.55
C 2.1396 -2.8489 -5.0527 -0.09 0.12 -0.17 -0.23
O 1.7570 -1.9168 -6.0680 0.03 -0.09 0.07 -0.07
C 2.1829 -1.0497 -3.3068 0.28 -0.27 0.24 -0.60
Se 3.7045 -0.9032 -1.9795 -0.27 -0.09 -0.35 0.21
C 0.0328 -2.3755 -3.7704 0.08 0.07 0.13 -0.54
Se -1.0440 -1.5192 -2.3000 0.14 -0.17 -0.39 0.33
H 1.4982 -4.2824 -0.9593 0.11 -0.18 -0.16 0.08
H 1.7398 -4.5615 -3.2209 0.05 0.07 -0.21 0.13
H 3.1207 -3.5496 -2.6468 0.00 -0.05 -0.11 0.08
H 1.7625 -3.8439 -5.3221 0.01 0.01 0.00 0.12
H 3.2326 -2.8904 -4.9845 0.01 -0.05 0.05 0.13
H 2.4591 -1.8999 -6.7204 0.00 0.06 -0.05 0.08
H 1.3622 -0.4225 -2.9671 0.04 0.02 0.06 -0.04
H 2.5731 -0.6052 -4.2192 -0.09 0.11 0.03 0.04
H -0.3357 -3.3958 -3.9065 -0.07 0.01 0.06 0.05
H -0.2139 -1.8205 -4.6739 -0.04 0.02 0.05 0.04
Cl 4.4157 2.9679 2.4138 0.00 0.01 -0.07 0.62
C 3.6770 1.7758 3.4923 -0.52 0.22 0.10 -1.61
Cl 4.3273 1.9916 5.1384 0.01 -0.06 -0.04 0.59
Cl 3.9370 0.1460 2.9227 0.08 -0.19 -0.01 0.69
C 2.2184 2.0165 3.5486 0.48 -0.09 -0.01 -0.39
N 1.0847 2.1734 3.6031 -0.10 0.08 -0.01 0.20
O 4.2217 -2.9643 3.0189 -0.04 -0.03 0.07 0.03
C 3.4606 -3.8675 3.7107 0.05 0.20 -0.20 -0.25
C 3.9933 -4.6508 4.7247 -0.04 -0.01 0.00 -0.03
C 3.1933 -5.5804 5.3725 -0.01 -0.01 0.02 -0.10
C 1.8675 -5.7425 4.9979 0.07 0.03 -0.02 -0.10
C 1.3544 -4.9617 3.9724 -0.01 0.01 -0.02 -0.02
C 2.1298 -4.0055 3.3307 -0.09 -0.25 0.32 -0.07
C 1.5097 -3.1613 2.2594 -0.05 -0.23 -0.16 -0.70
O 1.5464 -1.9095 2.3762 0.16 -0.26 1.23 -0.29
O 0.9961 -3.7549 1.2713 0.10 -0.38 0.56 -0.17
H 5.1309 -3.0194 3.3253 0.08 -0.01 0.01 0.10
H 5.0348 -4.5286 5.0001 0.02 -0.02 0.02 0.11
H 3.6148 -6.1813 6.1679 0.00 -0.01 0.01 0.10
H 1.2394 -6.4714 5.4911 0.01 -0.02 0.02 0.10
H 0.3286 -5.0864 3.6498 -0.01 0.00 -0.01 0.12
```
Positions in Å, forces in eV/Å.

Computed properties:
Lowest unoccupied orbital energy   2.007 eV
Net charge   -1
Gap between HOMO and LUMO   0.2133 Eh

No. 2
DFT (ωB97M-V/def2-TZVPD) results for 2 unconnected molecules or ions with the total composition C25H42BBr3F6N3O8SSi.

XYZ file:
```
90
Properties=species:S:1:pos:R:3:forces:R:3:lowdin_charge:R:1
C 4.1326 -1.1143 3.7240 1.08 0.41 -0.27 -0.04
C 4.6210 -0.6579 2.6942 -0.99 1.43 0.29 -0.14
C 4.9862 0.3407 1.5245 1.11 -1.67 0.59 -0.17
C 4.3531 -0.0747 0.1351 -0.10 0.29 0.06 -0.16
C 2.7510 -0.3170 0.2215 0.92 -1.43 0.34 -0.11
C 1.9333 0.4749 -0.8533 2.32 1.40 0.25 -0.12
N 0.7917 -0.2195 -1.5786 -0.80 0.72 0.42 -0.01
C 1.2140 -0.9375 -2.8075 1.81 -0.04 -3.53 -0.09
C 2.5989 -1.7071 -2.8626 1.08 -1.25 -2.07 -0.08
C 3.6049 -1.0069 -3.8917 1.60 -0.09 0.79 -0.13
F 3.1822 -0.5766 -5.1555 0.10 0.21 2.63 0.04
C 4.9409 -0.8669 -3.5132 -1.83 -0.18 -0.57 -0.18
F 5.4913 -1.9837 -2.8748 -0.48 3.38 -0.31 0.08
F 5.6772 0.2770 -3.7042 -0.54 -3.21 -0.02 0.11
C -0.3206 -0.7763 -0.6766 -1.56 2.06 -2.04 -0.30
C -1.5456 -1.0392 -1.6744 0.34 -1.78 -1.09 -0.15
C -3.0013 -1.3028 -1.2072 -2.30 -0.39 -0.52 -0.26
O -3.7575 -1.4274 -2.4773 -0.24 0.22 1.39 -0.25
Si -5.4399 -1.3170 -2.1294 -1.57 -0.51 -1.54 0.46
C -6.3357 -2.1830 -3.6085 0.35 -0.22 -0.36 -0.18
C -6.0033 -2.2402 -0.5619 1.12 -0.46 0.65 -0.18
C -6.1372 0.4592 -2.0616 -0.47 0.42 0.67 -0.18
S -0.0081 -2.3758 0.1667 -1.89 -2.82 8.26 0.88
O -1.2611 -3.0277 0.6435 1.08 1.88 -3.50 -0.24
O 0.7452 -2.3044 1.4528 0.66 1.45 -3.48 -0.26
C 0.8229 -3.7352 -0.7994 1.45 -5.01 -0.72 -0.47
F 0.3953 -4.9352 -0.2097 0.37 3.02 -0.86 0.11
F 2.2087 -3.8122 -0.6037 -2.82 1.23 -1.04 0.10
F 0.4468 -3.8711 -2.1238 1.05 1.07 2.10 0.10
C -0.6809 0.4801 0.2624 -0.57 -0.03 1.83 -0.49
Br -1.9638 1.7968 -0.5820 0.52 -0.70 -0.12 0.98
B -1.4767 0.0816 1.6670 -0.13 -0.27 2.25 -0.58
O -0.7492 0.1291 2.8997 -0.19 -0.69 -2.74 0.11
N -2.9008 -0.2737 1.7805 0.92 0.02 1.19 -0.12
C -3.7745 0.8612 2.2329 -1.09 0.08 -0.26 -0.09
C -2.9836 -1.3096 2.8736 -0.20 -1.00 0.88 -0.09
O 0.3809 1.2953 0.7492 -0.11 0.17 -1.60 -0.08
C 1.3621 1.7884 -0.1585 3.38 -0.48 1.70 -0.36
C 2.4414 2.4923 0.8306 -1.19 1.03 0.29 -0.11
O 3.6131 2.9343 0.1473 -0.61 -0.14 -0.01 -0.20
C 3.6540 4.3708 -0.0051 -0.86 1.03 0.05 -0.08
O 0.9918 2.8682 -1.0288 -2.09 -1.36 1.50 -0.07
N 1.7148 2.9829 -2.1875 -0.76 -0.14 -2.39 0.01
O 0.9577 3.2598 -3.0564 1.38 0.14 0.65 0.11
H 3.8472 -1.3686 4.7824 0.45 0.00 -2.01 0.05
H 6.1184 0.2380 1.4055 -1.45 0.25 0.08 0.13
H 4.8151 1.4217 1.8117 -0.18 -1.43 -0.20 0.11
H 4.6095 0.7351 -0.6100 -0.36 -0.76 0.81 0.11
H 4.8811 -1.0210 -0.2234 -0.86 1.13 0.52 0.12
H 2.4079 -0.1672 1.2992 0.25 -0.07 -1.61 0.11
H 2.6715 -1.4310 0.0571 -0.31 1.21 0.18 0.09
H 2.6877 0.7300 -1.6753 -1.24 -0.12 0.95 0.17
H 0.2716 0.6177 -1.9484 0.19 -0.79 0.11 0.16
H 1.3751 -0.1081 -3.5901 -0.44 -0.95 1.25 0.16
H 0.4850 -1.6040 -3.3408 0.08 0.82 1.42 0.14
H 3.1857 -1.8431 -1.9241 -0.72 0.29 -0.70 0.09
H 2.4460 -2.7529 -3.2987 -0.26 1.29 0.91 0.14
H -1.2853 -2.0269 -2.2013 -0.35 1.27 0.58 0.13
H -1.5768 -0.2822 -2.5305 0.10 -0.69 1.43 0.14
H -3.2279 -2.2833 -0.6872 1.20 1.24 -0.19 0.12
H -3.5620 -0.5037 -0.6489 1.48 -0.52 -0.08 0.07
H -5.5999 -2.3119 -4.4639 -0.92 0.12 0.88 0.04
H -7.2097 -1.5710 -3.9899 0.99 -0.75 0.48 0.03
H -6.7057 -3.2151 -3.3173 0.40 1.20 -0.37 0.04
H -7.1127 -2.1594 -0.3491 1.32 -0.10 -0.44 0.06
H -5.6831 -3.3328 -0.6725 -0.67 1.31 0.24 0.06
H -5.4293 -1.8374 0.3308 -0.79 -0.45 -0.74 0.02
H -6.6429 0.5799 -1.0418 0.79 0.05 -1.24 0.04
H -5.3737 1.2802 -2.1989 -0.96 -0.77 0.07 0.03
H -6.9912 0.5492 -2.8134 1.35 0.01 0.81 0.04
H 0.1625 -0.2106 2.7792 -0.29 0.56 0.28 0.09
H -3.1617 1.6795 2.7134 -0.87 -0.62 -0.57 0.10
H -4.4329 1.2231 1.3793 1.03 -0.09 1.02 0.08
H -4.4944 0.4503 3.0113 0.95 0.63 -0.95 0.10
H -2.9704 -0.8171 3.9048 -0.09 -0.68 -1.33 0.11
H -3.9295 -1.9394 2.7634 1.09 1.03 0.06 0.11
H -2.1233 -2.0408 2.8684 -0.90 0.88 -0.27 0.09
H 2.6236 1.8938 1.7692 0.17 0.39 -1.24 0.08
H 1.8957 3.4405 1.1736 0.33 -1.42 -0.30 0.15
H 4.4595 4.7088 -0.7202 -0.69 -0.82 1.00 0.11
H 3.7670 4.8451 1.0162 0.16 -0.41 -1.14 0.11
H 2.6660 4.7561 -0.4283 1.22 -0.50 0.48 0.09
Br 2.5523 1.1833 4.4505 -0.49 0.31 0.01 0.78
C 0.9855 2.3267 4.6739 0.05 0.03 -0.17 -0.65
C 1.3654 3.7860 4.6615 -0.12 0.19 0.33 -0.70
Br 2.1662 4.3246 6.3530 0.05 -0.03 -0.15 0.64
H 0.4959 2.0174 5.5961 0.07 0.12 -0.08 0.06
H 0.3391 2.0901 3.8283 0.04 0.04 0.07 0.03
H 0.4791 4.4126 4.5548 0.03 -0.10 -0.02 0.06
H 2.0796 4.0377 3.8782 -0.06 -0.11 0.07 0.04
```
Positions in Å, forces in eV/Å.

Computed properties:
Lowest unoccupied orbital energy   -4.277 eV
Net charge   +1
Gap between HOMO and LUMO   0.2810 Eh